(a)
DFT (ωB97M-V/def2-TZVPD) results for a molecular structure, C4H7OP.

Calculated values
Frontier orbital gap (eV): 7.281
Spin multiplicity: 1
HOMO (eV): -8.047
Lowest unoccupied orbital energy (eV): -0.766
Total charge: 0

Last column: Löwdin charge in e.
Element x y z (Å)
C: 0.969 0.172 -0.080  -0.133
C: -0.091 -0.371 -0.968  -0.172
C: -0.376 0.841 -0.171  -0.413
C: -1.357 0.979 0.952  -0.214
O: -3.499 -0.426 -0.965  -0.538
P: -3.433 -0.031 0.418  0.885
H: 1.084 -0.414 0.756  0.072
H: 1.789 0.693 -0.513  0.094
H: 0.238 -0.169 -2.108  0.146
H: -0.608 -1.355 -0.841  0.107
H: -0.432 1.801 -0.704  0.131
H: -1.384 1.920 1.356  0.008
H: -1.273 0.198 1.717  0.028

(b)
DFT (ωB97M-V/def2-TZVPD) results for a single C4H7OP molecule.

Calculated values
SMILES: O=[PH]1CC=CC1
Frontier orbital gap (eV): 10.846
Spin multiplicity: 1
HOMO (eV): -9.891
Lowest unoccupied orbital energy (eV): 0.954
Total charge: 0

Last column: Löwdin charge in e.
Element x y z (Å)
O: -2.622 0.169 0.760  -0.395
P: -1.542 0.037 -0.269  0.727
C: -0.362 -1.334 -0.022  -0.295
C: 0.837 -0.712 0.567  -0.175
C: 0.855 0.590 0.683  -0.182
C: -0.187 1.391 0.009  -0.207
H: -1.648 -0.156 -1.672  0.029
H: -0.278 -1.719 -1.046  0.076
H: -0.979 -2.039 0.571  0.098
H: 1.711 -1.181 1.027  0.109
H: 1.803 0.883 0.985  0.083
H: -0.665 2.040 0.711  0.074
H: 0.134 1.789 -0.895  0.058

Least stable = (a)